{"formula": "C9H21ClN3O3Zr", "method": "wB97M-V/def2-TZVPD", "homo_energy_ev": -17.5594, "de_lowest_kcal_mol": 165.40, "total_charge": 3, "homo_lumo_gap_ev": 2.1, "symbols": ["Zr", "Cl", "C", "C", "O", "N", "C", "H", "H", "H", "H", "H", "H", "H", "C", "C", "O", "N", "C", "H", "H", "H", "H", "H", "H", "H", "C", "C", "O", "N", "C", "H", "H", "H", "H", "H", "H", "H"], "positions_angstrom": [[0.810192, 1.938955, 1.530738], [0.761169, -0.115252, -0.120946], [-4.813054, 1.279285, 1.072268], [-4.231155, 0.001244, 0.458807], [-4.836699, -1.014656, 0.732400], [-3.087518, 0.062019, -0.325119], [-2.487240, -1.145552, -0.903895], [-4.624872, 1.365903, 2.142398], [-5.895194, 1.177036, 1.153608], [-4.556517, 2.098961, 0.401132], [-2.961699, 0.940077, -0.808110], [-1.572625, -1.161815, -1.496611], [-3.235436, -1.764721, -1.398807], [-2.204683, -1.758180, -0.047766], [-0.719703, -4.901792, 0.254623], [0.631294, -4.707004, 0.960470], [1.090347, -5.656477, 1.641940], [1.194780, -3.522651, 0.868220], [2.482137, -3.218884, 1.520979], [-1.152363, -3.901384, 0.263707], [-1.428787, -5.456175, 0.869423], [-0.783638, -5.350341, -0.736754], [0.748266, -2.755477, 0.386377], [3.102548, -4.079863, 1.272146], [2.363574, -2.915231, 2.561096], [2.892525, -2.382389, 0.955331], [2.797819, 2.369190, -2.274161], [2.580626, 3.264253, -0.963959], [2.186856, 2.676696, 0.044619], [2.725967, 4.561183, -1.109397], [2.738289, 5.496230, -0.003320], [1.997792, 2.500912, -3.002665], [2.524728, 1.338074, -2.049794], [3.826089, 2.386735, -2.635340], [2.948416, 4.946472, -2.016127], [1.726248, 5.690218, 0.351993], [3.155301, 6.393904, -0.459790], [3.306221, 5.320497, 0.910284]], "atomic_forces_ev_per_a": [[2.209, -1.807, -4.620], [-0.273, 2.231, 2.370], [-0.136, -0.255, -0.830], [-1.745, 0.123, 1.436], [1.351, -0.452, -0.632], [0.873, -0.168, -0.570], [-0.718, -1.171, 0.962], [1.023, 0.206, -0.157], [-0.106, -0.123, -0.749], [-0.041, 0.508, 0.644], [0.014, 0.068, -0.063], [-0.373, 1.377, -0.264], [-0.100, 0.177, -0.272], [-0.137, -0.275, 0.419], [-0.984, 0.516, 0.721], [-0.748, -2.997, 0.497], [-0.469, 1.900, -1.242], [1.268, 1.198, 0.476], [-0.405, 0.176, -1.308], [-0.116, 0.244, -0.460], [0.428, -0.328, 0.232], [0.848, 0.047, 0.034], [-0.332, -0.396, -0.037], [0.273, -0.050, 0.934], [0.211, -0.585, 0.037], [0.045, 0.104, 0.126], [-0.873, -0.200, 1.743], [0.981, 0.570, -6.843], [-2.804, -1.270, 5.970], [0.382, -1.648, 1.752], [-0.532, 1.588, 0.073], [0.399, 1.164, -0.376], [0.599, -0.138, 0.709], [-0.263, 0.367, -0.193], [0.187, -0.341, -0.200], [-0.189, 0.260, -0.318], [-0.279, 0.280, 0.500], [0.531, -0.901, -0.500]], "lowdin_charge": [1.680, -0.013, 0.037, -0.456, 0.202, 0.075, -0.071, 0.100, 0.109, 0.088, 0.138, 0.063, 0.115, 0.071, 0.072, -0.419, 0.239, 0.058, -0.001, 0.062, 0.111, 0.116, 0.072, 0.118, 0.107, 0.078, 0.062, -0.425, -0.238, 0.098, -0.017, 0.104, 0.046, 0.109, 0.184, 0.097, 0.118, 0.109]}